No. 1
Formula: C9H14O
Source: the OMol25 dataset
Level of theory: ωB97M-V/def2-TZVPD

SMILES = Cc1ccc(O)cc1.CC
HOMO-LUMO gap = 0.32639 Eh
Highest occupied orbital energy = -8.065 eV

Positions of all 24 atoms, in Å:
C  -1.258  2.423  -1.702
C  -0.950  1.041  -1.278
C  0.375  0.540  -1.412
C  0.814  -0.596  -0.896
C  -0.214  -1.479  -0.432
O  -0.154  -2.809  -0.360
C  -1.437  -1.016  -0.093
C  -1.834  0.279  -0.522
H  -2.368  2.434  -1.751
H  -0.903  2.614  -2.729
H  -0.726  3.148  -1.092
H  1.206  1.060  -1.844
H  1.873  -0.776  -0.803
H  0.708  -3.156  -0.610
H  -2.082  -1.748  0.502
H  -2.798  0.752  -0.278
C  2.083  1.034  2.139
C  1.641  0.191  3.319
H  1.873  0.504  1.169
H  1.493  1.929  2.238
H  3.146  1.224  2.267
H  1.577  0.830  4.194
H  2.299  -0.603  3.600
H  0.626  -0.236  3.272

=====

No. 2
Formula: C31H60F14N6NaO12S6
Source: the OMol25 dataset
Level of theory: ωB97M-V/def2-TZVPD

HOMO-LUMO gap = 0.28423 Eh
Highest occupied orbital energy = -10.089 eV
Charge = +1

Positions of all 130 atoms, in Å:
Na  -2.211  -1.342  3.085
C  -0.145  -5.750  -6.561
C  -0.070  -5.505  -5.035
C  -1.365  -4.931  -4.505
N  -1.256  -3.748  -3.568
C  -0.241  -4.046  -2.484
C  -0.756  -5.082  -1.482
C  -2.084  -4.624  -0.882
C  -3.092  -4.418  -1.980
C  -2.648  -3.423  -3.064
C  -0.878  -2.548  -4.394
H  0.685  -6.377  -6.888
H  -0.078  -4.829  -7.141
H  -1.058  -6.299  -6.791
H  0.851  -4.989  -4.771
H  0.104  -6.514  -4.649
H  -1.882  -5.741  -3.989
H  -2.061  -4.683  -5.306
H  0.691  -4.320  -2.965
H  -0.046  -3.090  -1.996
H  -0.862  -5.995  -2.078
H  -0.009  -5.288  -0.720
H  -2.429  -5.342  -0.138
H  -1.863  -3.682  -0.371
H  -3.383  -5.363  -2.447
H  -4.049  -4.018  -1.634
H  -3.371  -3.565  -3.866
H  -2.755  -2.411  -2.676
H  -0.769  -1.665  -3.775
H  -1.710  -2.465  -5.086
H  0.069  -2.741  -4.898
C  1.157  3.145  4.234
C  2.011  1.935  3.875
C  2.645  1.395  5.151
N  3.665  0.270  5.039
C  5.009  0.905  4.729
C  6.075  -0.103  4.408
C  5.655  -0.996  3.233
C  4.352  -1.678  3.601
C  3.250  -0.655  3.880
C  3.761  -0.552  6.279
H  0.715  3.545  3.317
H  1.782  3.943  4.636
H  0.299  2.930  4.870
H  2.808  2.264  3.202
H  1.395  1.170  3.401
H  1.897  1.035  5.859
H  3.125  2.205  5.706
H  4.873  1.641  3.935
H  5.276  1.524  5.587
H  7.008  0.419  4.174
H  6.412  -0.662  5.285
H  5.509  -0.302  2.399
H  6.434  -1.692  2.933
H  4.015  -2.339  2.799
H  4.486  -2.393  4.414
H  3.190  -0.007  3.010
H  2.285  -1.080  4.135
H  4.404  -1.419  6.230
H  2.751  -0.893  6.510
H  4.056  0.152  7.057
C  -2.447  5.048  -0.904
C  -1.049  4.832  -1.484
C  -0.112  4.268  -0.415
N  1.238  3.795  -0.879
C  1.921  3.122  0.297
C  3.245  2.509  -0.073
C  3.030  1.480  -1.161
C  2.344  2.064  -2.387
C  1.042  2.763  -2.001
C  2.059  4.937  -1.423
H  -2.869  4.136  -0.488
H  -3.134  5.483  -1.628
H  -2.393  5.789  -0.102
H  -0.657  5.793  -1.840
H  -1.075  4.270  -2.417
H  -0.642  3.375  -0.076
H  0.042  5.004  0.372
H  1.264  2.319  0.632
H  2.009  3.864  1.091
H  3.666  2.050  0.828
H  4.028  3.234  -0.317
H  2.403  0.661  -0.799
H  3.999  1.055  -1.431
H  2.083  1.222  -3.030
H  3.041  2.673  -2.965
H  0.312  2.077  -1.566
H  0.539  3.210  -2.854
H  3.055  4.564  -1.622
H  2.054  5.761  -0.715
H  1.549  5.221  -2.339
N  -0.915  -1.589  1.111
S  0.689  -2.094  1.137
O  1.655  -1.057  1.398
O  1.132  -3.221  0.370
F  0.544  -2.743  2.595
S  -0.806  -0.577  -0.033
O  -0.422  -1.111  -1.315
O  -0.330  0.741  0.289
F  -2.374  -0.365  -0.195
C  -3.205  2.011  -2.859
F  -4.355  2.466  -2.384
F  -2.677  2.937  -3.652
F  -2.448  1.713  -1.822
S  -3.549  0.454  -3.897
O  -2.298  -0.060  -4.392
O  -4.175  -0.433  -2.939
N  -4.492  0.993  -5.162
S  -5.586  -0.107  -5.383
O  -4.997  -1.437  -5.440
O  -6.751  0.079  -4.554
C  -6.109  0.329  -7.149
F  -6.540  1.587  -7.223
F  -5.013  0.152  -7.912
F  -7.069  -0.479  -7.604
C  -2.716  2.667  2.433
F  -1.413  2.413  2.237
F  -2.864  3.968  2.700
F  -3.384  2.396  1.314
S  -3.422  1.668  3.895
O  -3.769  2.575  4.955
O  -4.536  0.893  3.421
N  -2.136  0.650  4.237
S  -1.784  0.799  5.771
O  -0.857  1.868  6.068
O  -2.884  0.659  6.677
C  -0.762  -0.777  6.023
F  -1.286  -1.787  5.310
F  0.478  -0.576  5.556
F  -0.746  -1.098  7.283

=====

No. 3
Formula: C5H15N2
Source: the OMol25 dataset
Level of theory: ωB97M-V/def2-TZVPD

SMILES = C[NH2+]CC[C@@H](C)N
HOMO-LUMO gap = 0.42929 Eh
Highest occupied orbital energy = -14.506 eV
Charge = +1

Positions of all 22 atoms, in Å:
C  2.342  1.382  1.022
N  1.363  0.801  -0.050
C  0.197  1.481  -0.622
C  -0.838  0.292  -0.960
C  -1.237  -0.706  0.148
C  -1.895  -1.848  -0.605
N  -0.065  -1.256  0.952
H  2.197  0.786  1.807
H  3.345  1.237  0.586
H  2.132  2.411  1.348
H  1.822  0.322  -0.831
H  0.898  -0.086  0.512
H  0.479  1.947  -1.634
H  -0.386  2.221  -0.181
H  -1.739  0.835  -1.407
H  -0.628  -0.076  -1.974
H  -1.926  -0.279  0.889
H  -2.874  -1.520  -0.649
H  -1.865  -2.815  -0.131
H  -1.242  -1.988  -1.494
H  -0.318  -2.284  0.990
H  -0.396  -1.135  1.966

=====

No. 4
Formula: C23H59N2O20P5
Source: the OMol25 dataset
Level of theory: ωB97M-V/def2-TZVPD

SMILES = COP(=O)(OC)OC.COP(=O)(OC)OC.COP(=O)(OC)OC.COP(=O)(OC)OC.COP(=O)(OC)OC.CCCC#N.CCCC#N
HOMO-LUMO gap = 0.38953 Eh
Highest occupied orbital energy = -10.318 eV

Positions of all 109 atoms, in Å:
C  -2.604  6.970  -4.830
O  -1.588  7.240  -3.811
P  -2.026  8.032  -2.491
O  -2.482  9.435  -2.621
O  -3.102  7.105  -1.744
C  -2.703  5.776  -1.422
O  -0.656  7.767  -1.643
C  0.595  8.463  -1.728
H  -2.157  6.221  -5.478
H  -2.715  7.870  -5.410
H  -3.563  6.649  -4.350
H  -2.138  5.337  -2.238
H  -3.598  5.202  -1.305
H  -2.087  5.793  -0.447
H  1.169  7.886  -2.499
H  1.165  8.332  -0.813
H  0.424  9.533  -1.857
C  2.070  -2.584  -4.226
O  0.696  -2.997  -4.077
P  -0.161  -3.594  -5.235
O  0.490  -4.485  -6.198
O  -1.271  -4.171  -4.282
C  -2.369  -4.864  -5.015
O  -0.874  -2.391  -5.963
C  -1.491  -1.371  -5.098
H  2.314  -2.963  -5.215
H  2.655  -3.100  -3.481
H  2.073  -1.504  -4.228
H  -3.191  -5.106  -4.286
H  -1.979  -5.797  -5.445
H  -2.825  -4.147  -5.732
H  -1.554  -1.696  -4.053
H  -2.457  -0.970  -5.535
H  -0.795  -0.530  -5.110
C  3.066  2.659  3.391
O  4.183  3.240  2.692
P  3.886  3.460  1.117
O  5.107  3.874  0.399
O  3.338  2.075  0.592
C  4.255  1.310  -0.200
O  2.588  4.365  0.957
C  2.535  5.761  1.602
H  2.228  3.331  3.409
H  3.463  2.367  4.421
H  2.822  1.749  2.919
H  4.058  0.263  -0.024
H  5.286  1.545  0.032
H  4.042  1.490  -1.251
H  3.278  6.378  1.073
H  2.827  5.651  2.648
H  1.527  6.047  1.347
C  -1.498  -4.749  1.383
O  -1.884  -6.105  1.489
P  -0.806  -7.293  1.918
O  0.217  -6.913  2.911
O  -1.877  -8.309  2.344
C  -2.735  -7.993  3.446
O  -0.208  -7.824  0.533
C  -1.027  -7.925  -0.639
H  -0.809  -4.619  0.556
H  -0.980  -4.395  2.286
H  -2.471  -4.179  1.207
H  -2.558  -8.704  4.212
H  -3.777  -8.067  3.121
H  -2.464  -7.008  3.726
H  -1.803  -7.175  -0.661
H  -1.509  -8.886  -0.602
H  -0.363  -7.973  -1.524
C  0.602  -2.896  4.878
O  0.773  -1.971  3.857
P  2.136  -1.946  3.027
O  2.086  -1.096  1.864
O  2.558  -3.479  2.754
C  2.377  -4.037  1.429
O  3.182  -1.566  4.228
C  4.512  -1.143  3.768
H  -0.428  -2.938  5.260
H  1.319  -2.843  5.704
H  0.795  -3.930  4.484
H  3.174  -3.844  0.775
H  1.428  -3.641  0.978
H  2.172  -5.143  1.557
H  5.081  -1.065  4.688
H  4.437  -0.233  3.210
H  4.916  -1.892  3.091
C  -0.996  -1.515  -0.380
C  0.114  -0.508  -0.899
C  0.078  0.841  -0.220
C  -1.087  1.624  -0.690
N  -2.054  2.158  -0.979
H  -2.007  -1.225  -0.777
H  -0.997  -1.536  0.749
H  -0.755  -2.493  -0.832
H  0.236  -0.530  -1.963
H  1.070  -0.849  -0.535
H  0.967  1.441  -0.391
H  0.009  0.759  0.897
C  -2.679  1.748  2.677
C  -3.318  3.152  2.656
C  -2.634  4.065  1.663
C  -1.185  4.038  1.868
N  -0.109  3.842  2.143
H  -3.326  1.007  3.163
H  -1.728  1.906  3.218
H  -2.526  1.331  1.697
H  -3.177  3.645  3.618
H  -4.348  3.151  2.309
H  -3.025  5.052  1.876
H  -2.843  3.770  0.617

=====

No. 5
Formula: C39H46FN6O3SSiY
Source: the OMol25 dataset
Level of theory: ωB97M-V/def2-TZVPD

HOMO-LUMO gap = 0.23633 Eh
Highest occupied orbital energy = -11.376 eV
Charge = +2

Positions of all 98 atoms, in Å:
Y  0.480  -0.307  -0.446
C  -0.667  3.872  0.414
C  -0.611  2.622  1.244
C  0.608  1.981  1.490
C  0.666  0.845  2.293
C  -0.500  0.311  2.840
C  -1.708  0.945  2.604
C  -1.759  2.091  1.819
H  -1.683  4.081  0.081
H  -0.030  3.780  -0.467
H  -0.320  4.732  0.990
H  1.524  2.400  1.085
H  1.624  0.392  2.512
H  -0.455  -0.582  3.449
H  -2.620  0.549  3.032
H  -2.714  2.573  1.643
C  2.592  -2.065  2.625
C  1.373  -2.748  2.077
C  0.974  -3.976  2.561
C  -0.153  -4.584  2.006
C  -0.828  -3.978  0.975
C  -0.367  -2.739  0.499
N  0.695  -2.131  1.094
N  -0.896  -2.041  -0.549
Si  -1.475  -2.815  -2.008
C  -0.376  -4.265  -2.426
C  -1.303  -1.530  -3.375
C  -3.271  -3.324  -1.897
H  3.326  -2.802  2.946
H  2.347  -1.456  3.498
H  3.054  -1.432  1.867
H  1.537  -4.458  3.347
H  -0.487  -5.543  2.380
H  -1.694  -4.435  0.518
H  0.661  -3.936  -2.528
H  -0.680  -4.714  -3.375
H  -0.407  -5.050  -1.670
H  -0.301  -1.087  -3.407
H  -2.044  -0.733  -3.303
H  -1.447  -2.022  -4.339
H  -3.436  -4.083  -1.129
H  -3.607  -3.747  -2.847
H  -3.912  -2.471  -1.667
C  5.504  1.969  -6.443
C  5.978  1.570  -5.056
N  4.886  1.588  -4.066
C  4.305  0.434  -3.720
C  3.252  0.310  -2.852
C  2.783  -1.102  -2.564
O  3.092  -1.996  -3.318
O  2.090  -1.222  -1.477
C  2.668  1.473  -2.295
O  1.637  1.489  -1.559
C  3.320  2.735  -2.644
C  2.843  3.932  -2.094
C  3.442  5.114  -2.415
F  2.953  6.264  -1.912
C  4.551  5.178  -3.275
C  5.018  4.005  -3.823
C  4.412  2.772  -3.526
N  5.202  6.402  -3.615
C  4.689  7.068  -4.803
C  5.725  8.048  -5.321
N  6.089  9.017  -4.228
C  6.544  8.307  -2.979
C  5.451  7.353  -2.542
H  6.340  1.935  -7.140
H  5.087  2.976  -6.458
H  4.738  1.280  -6.799
H  6.785  2.207  -4.694
H  6.366  0.554  -5.064
H  4.698  -0.470  -4.171
H  1.995  3.912  -1.424
H  5.880  4.062  -4.470
H  3.740  7.593  -4.606
H  4.498  6.335  -5.586
H  5.354  8.623  -6.167
H  6.645  7.536  -5.596
H  5.273  9.595  -4.004
H  6.816  9.655  -4.555
H  6.751  9.064  -2.224
H  7.460  7.778  -3.237
H  4.556  7.927  -2.264
H  5.789  6.825  -1.650
S  -2.584  2.720  -2.979
C  -1.210  1.960  -2.311
N  -1.417  1.057  -1.400
C  -2.790  0.916  -1.163
C  -3.394  0.031  -0.266
C  -4.766  0.048  -0.151
C  -5.552  0.923  -0.913
C  -4.975  1.791  -1.812
C  -3.586  1.775  -1.928
H  -0.216  2.223  -2.643
H  -2.790  -0.670  0.293
H  -5.250  -0.637  0.533
H  -6.628  0.907  -0.802
H  -5.579  2.457  -2.413

=====

No. 6
Formula: C10H30KO5
Source: the OMol25 dataset
Level of theory: ωB97M-V/def2-TZVPD

HOMO-LUMO gap = 0.38086 Eh
Highest occupied orbital energy = -12.909 eV
Charge = +1

Positions of all 46 atoms, in Å:
K  0.207  -0.973  1.195
C  -1.827  2.363  0.608
C  -0.980  3.590  0.289
O  -0.103  3.212  -0.738
H  -2.516  2.480  1.445
H  -1.167  1.531  0.853
H  -2.456  1.930  -0.170
H  -0.412  3.893  1.168
H  -1.564  4.430  -0.088
H  0.483  3.956  -0.889
C  -0.893  -0.561  -2.264
C  -2.074  -1.234  -1.624
O  -2.091  -0.898  -0.227
H  -1.024  0.515  -2.378
H  -0.610  -0.924  -3.252
H  0.045  -0.708  -1.728
H  -1.993  -2.320  -1.646
H  -2.970  -0.939  -2.170
H  -2.942  -1.072  0.183
C  1.092  -3.802  -2.720
C  0.689  -3.889  -1.243
O  1.413  -2.875  -0.538
H  0.525  -4.548  -3.277
H  2.165  -3.954  -2.836
H  0.862  -2.820  -3.132
H  0.899  -4.884  -0.852
H  -0.394  -3.764  -1.205
H  2.246  -3.242  -0.233
C  -2.002  -0.603  3.685
C  -1.038  0.375  4.359
O  -0.268  0.873  3.326
H  -2.806  -0.936  4.340
H  -1.444  -1.489  3.383
H  -2.539  -0.170  2.841
H  -0.427  -0.198  5.057
H  -1.660  1.117  4.860
H  0.088  1.702  3.655
C  3.940  1.952  -0.668
C  2.693  1.306  -1.279
O  1.752  1.113  -0.247
H  4.434  1.292  0.045
H  3.621  2.899  -0.234
H  4.689  2.178  -1.428
H  2.901  0.338  -1.735
H  2.347  1.958  -2.081
H  1.106  1.804  -0.411